Record 1
Density functional theory data (ωB97M-V/def2-TZVPD) for a molecular structure, C48H68IMoNO2P3Si.

* ΔE to the lowest compared entry with this formula, charge and spin: 1.6645 eV
* multiplicity: 3
* frontier orbital gap (alpha / beta): 4.98 / 6.30 eV
* total charge: +1

CARTESIAN COORDINATES (ANGSTROEM)
Mo 0.349 -0.461 -1.067
C 1.341 2.763 -3.365
C 0.872 3.374 -2.045
C 1.438 4.797 -2.004
P 1.228 2.157 -0.630
C 2.967 2.731 -0.107
C 3.018 3.883 0.897
C 3.801 1.587 0.448
C 0.191 2.740 0.762
C -0.009 4.097 1.002
C -0.599 4.546 2.166
C -0.948 3.638 3.148
C -0.822 2.289 2.883
C -0.306 1.808 1.682
Si -0.829 0.028 1.144
C -2.603 0.709 0.671
C -3.463 1.248 1.625
C -4.757 1.622 1.316
C -5.230 1.471 0.021
C -4.378 1.005 -0.959
C -3.070 0.643 -0.639
P -1.967 -0.048 -1.893
C -2.096 1.157 -3.356
C -2.807 0.741 -4.638
C -2.574 2.537 -2.897
C -2.849 -1.705 -2.134
C -3.275 -2.221 -0.757
C -4.028 -1.785 -3.098
C -1.242 -0.746 2.854
C -2.549 -1.047 3.227
C -2.890 -1.272 4.551
C -1.917 -1.187 5.533
C -0.595 -0.999 5.169
C -0.245 -0.809 3.837
P 1.507 -0.844 3.273
C 2.127 -2.284 4.366
C 2.665 -3.371 3.432
C 3.183 -1.987 5.421
C 2.217 0.794 3.917
C 1.689 1.355 5.229
C 3.749 0.784 3.894
H 0.882 3.292 -4.198
H 1.078 1.712 -3.444
H 2.421 2.856 -3.457
H -0.223 3.435 -2.053
H 2.470 4.821 -1.672
H 0.852 5.472 -1.389
H 1.417 5.195 -3.018
H 3.429 3.051 -1.049
H 2.544 3.606 1.836
H 2.557 4.795 0.535
H 4.064 4.105 1.108
H 3.294 1.111 1.282
H 4.758 1.967 0.799
H 4.001 0.845 -0.315
H 0.275 4.822 0.264
H -0.766 5.600 2.314
H -1.344 3.969 4.096
H -1.129 1.578 3.634
H -3.114 1.369 2.639
H -5.398 2.010 2.093
H -6.250 1.726 -0.223
H -4.730 0.900 -1.974
H -1.031 1.256 -3.617
H -3.880 0.638 -4.504
H -2.392 -0.186 -5.030
H -2.639 1.520 -5.382
H -3.657 2.609 -2.873
H -2.211 3.284 -3.600
H -2.203 2.780 -1.900
H -2.071 -2.379 -2.498
H -4.128 -1.667 -0.370
H -3.572 -3.264 -0.849
H -2.458 -2.156 -0.037
H -4.800 -1.060 -2.858
H -4.476 -2.775 -3.008
H -3.715 -1.659 -4.129
H -3.323 -1.096 2.477
H -3.917 -1.483 4.816
H -2.182 -1.291 6.574
H 0.169 -0.987 5.930
H 1.236 -2.679 4.868
H 3.438 -2.972 2.779
H 1.880 -3.790 2.806
H 3.098 -4.183 4.015
H 4.135 -1.745 4.960
H 3.326 -2.880 6.028
H 2.891 -1.179 6.084
H 1.872 1.469 3.116
H 1.959 0.731 6.077
H 0.608 1.462 5.203
H 2.121 2.343 5.385
H 4.152 0.518 4.868
H 4.125 1.775 3.644
H 4.129 0.077 3.157
O 3.442 0.485 -2.642
H 4.064 1.019 -3.140
H 3.918 -0.305 -2.366
O -0.460 -2.975 1.385
H 0.430 -3.323 1.260
H -0.600 -2.899 2.333
I 2.650 -1.707 -0.085
C 1.233 -6.148 -1.780
C 1.993 -5.326 -2.599
C 1.679 -3.987 -2.712
C 0.600 -3.440 -2.002
C -0.153 -4.270 -1.175
C 0.174 -5.612 -1.067
N 0.295 -2.081 -2.200
C 0.203 -1.806 -3.572
C 0.926 -0.732 -4.091
C 0.860 -0.414 -5.436
C 0.067 -1.164 -6.290
C -0.612 -2.267 -5.792
C -0.543 -2.599 -4.453
H 1.463 -7.200 -1.710
H 2.823 -5.727 -3.160
H 2.275 -3.329 -3.332
H -0.992 -3.862 -0.632
H -0.415 -6.250 -0.428
H 1.629 -0.218 -3.438
H 1.449 0.408 -5.812
H 0.000 -0.914 -7.339
H -1.203 -2.883 -6.453
H -1.065 -3.475 -4.090

***

Record 2
Density functional theory data (ωB97M-V/def2-TZVPD) for 3 unconnected molecules or ions with the total composition CH7O3.

* ΔE to the lowest compared entry with this formula, charge and spin: 1.0531 eV
* multiplicity: 1
* frontier orbital gap: 8.08 eV
* total charge: -1

CARTESIAN COORDINATES (ANGSTROEM)
C 0.573 -0.101 0.813
O -0.227 -0.824 -0.046
H 0.212 -0.107 1.751
H 1.572 -0.652 0.959
H 1.002 0.950 0.419
H -1.611 -0.040 0.191
H -2.574 0.429 1.344
O -2.525 0.430 0.335
H 1.496 0.646 -2.283
H 0.601 -0.348 -1.420
O 1.482 -0.384 -2.063

***

Record 3
Density functional theory data (ωB97M-V/def2-TZVPD) for 2 unconnected molecules or ions with the total composition CHNOS2.

* ΔE to the lowest compared entry with this formula, charge and spin: 4.4144 eV
* multiplicity: 3
* frontier orbital gap (alpha / beta): 6.62 / 7.07 eV

CARTESIAN COORDINATES (ANGSTROEM)
C 0.247 1.043 -0.383
N 0.392 -0.407 1.058
O -0.899 -2.058 -0.255
S 1.046 2.383 -0.266
S -0.304 -1.747 1.015
H -0.482 0.787 -1.170

***

Record 4
Density functional theory data (ωB97M-V/def2-TZVPD) for a molecular structure, C28H44Ge2N2OTi.

* ΔE to the lowest compared entry with this formula, charge and spin: 0.2123 eV
* multiplicity: 1
* frontier orbital gap: 6.83 eV
* total charge: +2

CARTESIAN COORDINATES (ANGSTROEM)
Ti -0.557 -1.461 0.161
C -4.593 2.157 0.944
C -3.855 1.060 0.181
Ge -2.387 0.184 1.226
C -3.142 -1.037 2.630
C -3.955 -0.324 3.708
C -1.431 1.614 2.162
C -0.123 1.872 2.026
Ge 0.874 0.618 0.845
C 1.520 1.389 -0.894
C 2.527 2.537 -0.817
C 2.260 -0.542 1.717
C 3.545 0.101 2.241
C 0.578 2.986 2.697
C 1.927 3.208 2.428
C 2.629 4.241 3.028
C 1.985 5.082 3.919
C 0.638 4.885 4.192
C -0.059 3.855 3.589
H -5.289 2.684 0.292
H -3.904 2.896 1.349
H -5.167 1.748 1.775
H -3.396 1.507 -0.713
H -4.574 0.318 -0.182
H -2.301 -1.553 3.113
H -3.745 -1.820 2.161
H -3.401 0.506 4.145
H -4.219 -1.004 4.517
H -4.886 0.072 3.302
H -2.016 2.249 2.823
H 0.644 1.738 -1.454
H 1.963 0.564 -1.459
H 2.104 3.409 -0.319
H 2.838 2.841 -1.817
H 3.426 2.247 -0.275
H 2.525 -1.310 0.981
H 1.772 -1.065 2.546
H 4.076 0.647 1.460
H 4.223 -0.667 2.615
H 3.345 0.789 3.061
H 2.457 2.571 1.729
H 3.676 4.385 2.799
H 2.524 5.889 4.396
H 0.127 5.541 4.882
H -1.107 3.736 3.827
O -0.256 -2.827 1.604
H -0.364 -2.796 2.566
H 0.257 -3.610 1.343
N -2.764 -0.347 -4.336
C -1.346 0.117 -4.151
C -0.683 -0.695 -3.052
N -1.398 -0.599 -1.760
C -2.785 -1.050 -1.967
C -3.525 -0.271 -3.043
H -2.764 -1.313 -4.681
H -3.232 0.209 -5.057
H -1.404 1.182 -3.916
H -0.831 -0.006 -5.103
H 0.338 -0.344 -2.935
H -0.610 -1.752 -3.317
H -1.406 0.380 -1.459
H -3.351 -0.953 -1.032
H -2.748 -2.115 -2.216
H -3.603 0.789 -2.798
H -4.523 -0.669 -3.215
C 0.589 -2.601 -1.119
C 1.588 -3.131 -1.586
C 2.750 -3.747 -2.142
C 4.002 -3.149 -1.980
C 5.127 -3.751 -2.514
C 5.013 -4.948 -3.206
C 3.773 -5.551 -3.361
C 2.640 -4.955 -2.835
H 4.087 -2.220 -1.431
H 6.097 -3.291 -2.383
H 5.894 -5.415 -3.624
H 3.690 -6.491 -3.887
H 1.672 -5.423 -2.948